Density functional theory data (ωB97M-V with the def2-TZVPD basis set) for a structure of composition C33H80Cr2LiN3O11.

Computed properties:
* ⟨S²⟩: 20.018
* LUMO level (alpha / beta): -0.043 / 0.061 eV
* HOMO level (alpha / beta): -7.0 / -8.0 eV
* gap between HOMO and LUMO (alpha / beta): 6.93 / 8.05 eV
* net charge: 0
* 2S+1: 9

Structure (XYZ):
```
130
C33H80Cr2LiN3O11 | OMol25 | ωB97M-V with the def2-TZVPD basis set
Li -4.534 -2.329 -20.027
Cr -5.287 -5.080 -21.258
Cr -7.268 -2.206 -21.193
C -4.222 0.178 -18.696
C -5.729 -0.131 -18.618
C -6.596 1.174 -18.596
O -6.129 -1.062 -19.628
H -3.785 0.694 -19.551
H -3.628 -0.722 -18.538
H -4.212 0.844 -17.833
H -5.967 -0.735 -17.742
H -6.218 2.013 -19.180
H -6.709 1.555 -17.580
H -7.653 1.074 -18.839
C -1.799 -3.306 -19.145
C -2.753 -4.454 -18.884
C -3.127 -4.491 -17.340
O -3.939 -4.309 -19.629
H -2.133 -2.394 -18.649
H -1.741 -2.932 -20.167
H -0.790 -3.298 -18.732
H -2.291 -5.436 -18.983
H -2.195 -4.655 -16.798
H -3.665 -5.391 -17.043
H -3.612 -3.628 -16.884
C -7.054 -5.178 -25.623
C -6.723 -6.024 -24.367
C -5.577 -6.883 -24.756
O -6.715 -5.516 -23.048
H -6.345 -4.381 -25.846
H -8.021 -4.708 -25.443
H -7.339 -5.764 -26.496
H -7.559 -6.723 -24.381
H -5.384 -7.575 -23.936
H -4.719 -6.261 -25.012
H -5.930 -7.530 -25.559
C -6.845 -4.810 -17.816
C -7.740 -4.800 -19.007
C -9.108 -4.310 -18.568
O -7.142 -4.111 -20.125
H -6.154 -5.651 -17.876
H -7.431 -5.051 -16.929
H -6.357 -3.859 -17.602
H -7.947 -5.828 -19.306
H -9.637 -4.390 -19.518
H -8.972 -3.296 -18.192
H -9.560 -4.985 -17.842
C -3.323 -1.318 -22.530
C -4.609 -2.072 -23.043
C -4.521 -2.654 -24.366
O -5.106 -2.846 -21.974
H -3.375 -0.838 -21.552
H -2.934 -0.558 -23.207
H -2.454 -1.962 -22.392
H -5.232 -1.179 -23.088
H -3.865 -3.517 -24.480
H -4.177 -1.938 -25.112
H -5.580 -2.831 -24.555
C -12.224 2.366 -20.283
O -12.886 1.874 -19.062
C -13.267 2.905 -18.136
C -12.109 3.795 -17.695
N -11.053 2.889 -17.190
C -11.139 2.465 -15.779
C -10.001 1.344 -15.744
O -10.493 0.239 -16.437
C -9.710 -0.984 -16.279
H -11.160 2.588 -20.203
H -12.716 3.214 -20.760
H -12.385 1.598 -21.039
H -13.594 2.374 -17.242
H -14.135 3.523 -18.364
H -12.368 4.496 -16.901
H -11.686 4.408 -18.491
H -11.022 1.938 -17.528
H -12.016 1.890 -15.479
H -10.854 3.292 -15.129
H -9.632 1.110 -14.745
H -9.082 1.717 -16.197
H -8.707 -0.786 -16.657
H -10.070 -1.891 -16.765
H -9.600 -1.214 -15.219
C -7.434 0.599 -22.139
O -7.695 -0.613 -22.616
C -8.268 -0.687 -23.926
C -8.532 -2.223 -24.257
N -8.392 -3.101 -23.024
C -9.758 -3.286 -22.527
C -10.321 -2.060 -21.803
O -9.423 -1.478 -20.805
C -10.184 -0.576 -19.923
H -7.746 1.377 -22.836
H -6.356 0.696 -22.012
H -7.842 0.844 -21.158
H -7.717 -0.352 -24.804
H -9.191 -0.108 -23.961
H -7.800 -2.514 -25.010
H -9.456 -2.475 -24.778
H -7.883 -3.951 -23.221
H -9.748 -4.035 -21.735
H -10.477 -3.609 -23.280
H -11.042 -2.500 -21.114
H -10.669 -1.318 -22.521
H -10.613 -1.225 -19.159
H -10.852 0.131 -20.413
H -9.512 -0.022 -19.267
C -12.467 -5.615 -26.675
O -11.779 -6.730 -26.021
C -10.702 -6.373 -25.272
C -10.630 -6.730 -23.768
N -11.767 -5.986 -23.055
C -11.715 -6.154 -21.597
C -11.787 -7.633 -21.146
O -12.169 -7.763 -19.731
C -11.067 -7.967 -18.904
H -12.830 -4.971 -25.873
H -13.371 -5.879 -27.224
H -11.758 -5.028 -27.260
H -10.628 -5.285 -25.270
H -9.729 -6.557 -25.729
H -9.706 -6.313 -23.367
H -10.608 -7.793 -23.528
H -12.715 -6.249 -23.281
H -12.624 -5.754 -21.149
H -10.830 -5.668 -21.187
H -10.807 -8.066 -21.347
H -12.659 -8.086 -21.618
H -11.553 -7.929 -17.929
H -10.348 -7.151 -18.983
H -10.651 -8.953 -19.107
```

***

Density functional theory data (ωB97M-V with the def2-TZVPD basis set) for a cluster of 14 separate species, C33H80N8O11 in total.

Computed properties:
* LUMO level: 0.474 eV
* HOMO level: -8.8 eV
* gap between HOMO and LUMO: 9.27 eV
* net charge: 0

Structure (XYZ):
```
132
C33H80N8O11 | OMol25 | ωB97M-V with the def2-TZVPD basis set
C -1.933 3.112 -1.655
O -1.458 2.537 -0.684
N -2.564 2.478 -2.687
C -3.031 3.282 -3.820
C -2.414 1.004 -2.731
H -1.979 4.188 -1.671
H -3.388 4.288 -3.508
H -3.940 2.785 -4.222
H -2.430 3.512 -4.679
H -2.765 0.541 -1.800
H -3.081 0.727 -3.584
H -1.372 0.671 -2.933
C 1.102 3.675 -0.020
O 1.211 4.533 -0.914
N 0.467 3.893 1.133
C 0.350 2.725 2.045
C -0.373 5.026 1.391
H 1.580 2.734 0.000
H 0.609 2.984 3.113
H 1.150 1.997 1.822
H -0.616 2.260 1.956
H 0.079 5.979 1.177
H -1.248 4.960 0.716
H -0.667 5.117 2.474
C 4.386 4.206 1.753
O 4.365 4.783 2.866
N 4.693 4.870 0.555
C 4.561 4.129 -0.685
C 4.715 6.355 0.551
H 4.209 3.136 1.727
H 3.550 4.282 -1.122
H 4.869 3.108 -0.483
H 5.219 4.580 -1.409
H 5.397 6.720 -0.177
H 3.775 6.768 0.379
H 5.093 6.727 1.574
C 2.780 0.087 -1.743
O 3.759 0.761 -2.102
N 2.534 -0.318 -0.521
C 1.259 -0.835 -0.244
C 3.560 -0.108 0.526
H 2.001 -0.213 -2.449
H 0.576 -0.823 -1.130
H 0.691 -0.240 0.464
H 1.245 -1.883 0.081
H 3.934 0.920 0.555
H 3.089 -0.340 1.480
H 4.390 -0.785 0.417
C -0.143 -5.231 -0.840
O -1.294 -5.231 -0.354
N 0.224 -6.119 -1.741
C 1.597 -6.197 -2.186
C -0.549 -7.401 -1.892
H 0.698 -4.549 -0.623
H 2.390 -6.425 -1.410
H 1.909 -5.226 -2.585
H 1.670 -6.863 -3.028
H -1.441 -7.231 -1.412
H -0.722 -7.583 -2.900
H 0.044 -8.148 -1.327
C -7.495 -1.339 1.672
C -7.093 -2.713 1.095
C -5.630 -2.824 0.686
C -4.534 -2.319 1.584
N -3.572 -1.887 2.074
H -8.443 -1.412 2.219
H -7.604 -0.634 0.848
H -6.728 -1.011 2.363
H -7.669 -3.099 0.258
H -7.233 -3.580 1.823
H -5.474 -2.252 -0.219
H -5.404 -3.823 0.336
C 0.633 -1.069 4.781
C -0.082 -0.886 3.395
C -0.375 -2.237 2.681
C 0.828 -3.016 2.338
N 1.649 -3.782 2.048
H -0.196 -1.384 5.498
H 1.032 -0.121 5.247
H 1.426 -1.810 4.845
H 0.553 -0.341 2.664
H -1.017 -0.298 3.393
H -0.997 -2.007 1.820
H -0.947 -2.860 3.374
C -4.896 3.730 2.735
C -3.868 3.205 1.695
C -3.869 1.719 1.498
C -4.950 1.201 0.695
N -5.748 0.754 0.016
H -5.380 4.692 2.358
H -4.568 3.978 3.771
H -5.681 2.948 2.928
H -2.924 3.693 2.123
H -4.115 3.627 0.653
H -3.878 1.096 2.460
H -2.950 1.429 0.973
C 0.400 -2.460 -4.857
O -0.052 -1.647 -3.792
H 1.022 -3.293 -4.475
H -0.361 -2.862 -5.494
H 1.091 -1.773 -5.386
H -0.720 -2.147 -3.310
C 2.279 3.442 -3.793
O 3.711 3.311 -3.584
H 1.690 3.950 -2.982
H 2.127 4.178 -4.686
H 1.859 2.449 -3.980
H 3.843 2.558 -2.969
C 4.842 -3.067 2.662
O 4.463 -3.697 1.472
H 5.728 -2.504 2.367
H 4.086 -2.301 2.975
H 5.060 -3.803 3.407
H 3.507 -3.942 1.543
C 1.770 3.371 5.202
O 2.665 3.108 4.158
H 0.978 2.603 5.213
H 2.313 3.305 6.205
H 1.295 4.325 5.058
H 3.136 3.978 3.986
C 3.837 -3.238 -2.146
O 2.957 -3.407 -1.066
H 3.367 -3.510 -3.092
H 4.057 -2.178 -2.256
H 4.733 -3.855 -1.976
H 3.394 -4.021 -0.423
C -2.519 -4.495 -4.387
O -2.093 -3.955 -3.139
H -2.779 -3.656 -5.071
H -1.598 -5.137 -4.812
H -3.374 -5.093 -4.314
H -1.838 -4.595 -2.467
```